{
  "formula": "C10H28BeF6NO14S2",
  "method": "ωB97M-V/def2-TZVPD",
  "energy_ev": -79332.9126,
  "total_charge": 1,
  "lumo_energy_ev": -10.6,
  "gap_ev": 1.20,
  "elements": ["C", "C", "O", "H", "F", "H", "H", "O", "F", "O", "H", "H", "H", "H", "C", "C", "H", "H", "H", "S", "H", "C", "C", "H", "H", "H", "C", "H", "S", "H", "O", "H", "H", "N", "C", "H", "C", "H", "O", "O", "H", "O", "H", "O", "H", "H", "O", "F", "O", "H", "O", "O", "O", "F", "C", "O", "H", "F", "F", "H", "Be", "H"],
  "positions_angstrom": [[-5.95374, -6.45151, 3.67430], [6.26076, 3.08417, 0.58416], [-1.94880, -0.04504, -0.47482], [-4.54596, 5.49788, 7.73332], [-1.25091, -2.73307, 2.23029], [-2.24060, -3.30542, -7.41660], [-6.93008, -6.57859, 4.14196], [0.34913, -0.34840, 0.32936], [-3.04230, -1.57543, 1.77785], [7.08538, 4.16842, 1.01483], [-4.57835, 2.92813, 6.92317], [5.32990, 3.46295, 0.16209], [7.85611, 1.80792, -0.04329], [5.19237, 0.68830, -6.38175], [6.81325, 4.36155, 2.35601], [-5.19124, 6.19645, -2.86669], [5.91707, 0.00416, -7.91749], [-5.34884, -5.71880, 4.20845], [-2.42251, -1.88183, -7.89846], [-0.97595, -0.98572, 0.13132], [4.90880, 1.92270, 1.80840], [6.09165, 0.35718, -6.90113], [1.34079, -2.87904, -1.97548], [6.69507, 1.61827, 2.15886], [-5.72973, 3.60380, 8.05492], [-6.02463, -7.21183, 1.87374], [-5.31515, 3.72072, 7.05365], [6.50517, -0.43984, -6.28316], [0.12257, -3.26213, -0.48656], [-5.44965, -7.40751, 3.81594], [-4.61949, 4.94522, 6.95181], [-5.87221, 7.02959, -2.69276], [4.49994, -4.68530, 4.56758], [-1.09322, -2.35457, -0.90041], [6.95887, 2.23268, -0.49344], [3.72486, -3.60389, 3.84529], [5.91108, 2.33657, 1.91906], [7.91602, 0.81729, -6.81230], [-5.63821, 5.46980, -3.95469], [7.21338, 5.38758, 2.90174], [7.19662, 2.92278, -1.30297], [-2.34180, -2.40699, -7.10226], [-4.97520, 5.67860, -1.93221], [7.08116, 1.25935, -6.64141], [-7.01434, -3.57518, -0.04189], [-6.13575, 3.70333, 6.33643], [0.81309, -3.13988, 0.75285], [1.89120, -1.67599, -1.78010], [4.40211, -3.73492, 4.50892], [-4.23898, 6.44807, -3.33357], [-6.97226, -2.73959, -0.50692], [-0.15264, -4.70649, -0.80002], [-6.13421, -6.34093, 2.26249], [0.76848, -2.88988, -3.23036], [-1.65395, -1.56782, 1.87436], [5.88364, 3.47442, 2.82817], [-6.10615, 6.04837, -4.56122], [2.37155, -3.81290, -1.89544], [-1.22789, -0.60078, 2.80313], [6.37922, 1.41312, -0.91821], [-4.57433, -1.64208, -3.77665], [-7.77997, -2.28789, -0.26235]],
  "forces_ev_per_a": [[-0.263, -2.001, -0.022], [-0.377, -1.757, -0.169], [1.032, -2.238, 1.433], [-0.376, -0.527, 0.249], [0.144, -0.487, 0.187], [0.071, -0.284, -0.068], [-0.023, 0.396, 0.222], [-2.397, -2.410, -0.428], [2.597, 0.257, 0.206], [-0.448, -1.064, 1.132], [-0.273, -0.264, -0.365], [-0.043, 0.398, 0.076], [0.209, 0.070, -0.285], [-0.190, 0.082, -0.508], [0.124, 3.992, 0.053], [1.000, 1.274, -0.531], [0.081, 0.391, -0.224], [-0.154, 0.519, -0.767], [0.009, 0.195, -0.227], [-0.818, 4.730, -0.913], [0.228, -0.179, 0.529], [-0.485, -1.806, 1.828], [2.309, 0.001, -1.539], [-0.196, -0.021, 0.396], [-0.181, -0.124, 0.017], [0.016, 0.090, 0.136], [0.252, 0.483, 1.184], [-1.120, -1.477, -0.286], [0.869, -6.834, -1.525], [0.184, -0.030, 0.503], [0.381, 0.612, -0.927], [0.444, 0.265, 0.307], [0.072, -0.246, 0.063], [1.037, 1.968, 1.666], [0.157, 0.780, 0.739], [-0.172, 0.070, -0.161], [0.003, 1.651, -1.649], [0.202, 0.302, -0.037], [-1.676, -2.345, -0.755], [-1.029, -3.383, -0.694], [0.324, -0.214, -0.067], [-0.183, 0.116, 0.429], [-0.461, -0.630, -0.338], [1.511, 2.505, -0.769], [0.059, -0.307, 0.188], [0.197, -0.182, -0.161], [0.173, 1.205, -0.248], [-0.755, -0.939, -0.038], [0.095, 0.177, 0.088], [0.735, 1.390, 1.255], [0.254, 0.167, -0.358], [-0.072, 3.032, 0.015], [0.231, 1.065, -0.115], [0.728, -0.382, 2.666], [-1.428, 2.641, 0.718], [1.407, -0.430, -0.358], [-0.034, 0.026, 0.067], [-2.514, 1.584, -0.211], [-1.133, -2.096, -2.198], [-0.360, 0.156, 0.303], [0.240, -0.077, 0.211], [-0.210, 0.147, 0.076]]
}

=====

{
  "formula": "C10H28N8O19",
  "method": "ωB97M-V/def2-TZVPD",
  "energy_ev": -61621.9845,
  "smiles": "C[N+](=O)[O-].C[N+](=O)[O-].C[N+](=O)[O-].C[N+](=O)[O-].C[N+](=O)[O-].C[N+](=O)[O-].C[N+](=O)[O-].C[N+](=O)[O-].O=COCO",
  "lumo_energy_ev": -0.8,
  "gap_ev": 9.83,
  "elements": ["H", "O", "C", "N", "C", "O", "H", "H", "O", "H", "H", "H", "H", "O", "N", "H", "N", "C", "N", "C", "H", "O", "H", "H", "H", "C", "O", "H", "C", "O", "H", "H", "H", "O", "H", "H", "C", "O", "H", "C", "H", "N", "H", "O", "H", "H", "H", "O", "O", "H", "N", "N", "H", "H", "O", "C", "N", "O", "O", "O", "O", "O", "H", "C", "O"],
  "positions_angstrom": [[1.23664, 1.57414, 1.56028], [-0.76103, -0.10014, 1.56399], [2.95309, -1.34185, 2.25023], [6.27925, -3.95173, 2.46195], [0.43192, 1.76417, 2.27339], [-1.76896, 1.85823, 1.51565], [2.58436, -1.01299, -0.96470], [3.44620, -2.11604, 2.98969], [5.56129, -3.98013, 3.46826], [-1.05928, 5.13279, -1.36213], [-3.46010, 0.91904, 5.90764], [0.64589, 1.31162, 3.24376], [-3.13938, 3.86061, 0.83198], [1.34782, 0.56694, -4.12619], [-0.47781, -3.97757, -1.37304], [-0.07774, 3.87024, -2.18039], [-2.92737, 0.67967, -5.73151], [7.24965, -5.06581, 2.28604], [-5.11050, 4.53876, 1.03522], [-4.14010, 3.42469, 0.85931], [-4.38082, 2.92325, -0.08027], [4.03392, -2.61870, -0.39851], [4.79660, -2.58535, 0.27069], [-3.80346, 2.08700, -4.42395], [7.00893, -5.56724, 1.34646], [0.49259, -5.09165, -1.54894], [-0.49125, -3.10610, -2.25018], [-0.66849, 3.60771, -0.49691], [-3.36969, 2.06704, -5.42599], [-0.55605, 1.58808, 5.42267], [4.04684, -0.59386, 0.27601], [-0.69878, 0.65081, -2.51421], [-1.00841, -0.51416, -3.85546], [2.90340, -0.02302, 2.55120], [-0.60639, -1.11759, -2.21191], [1.49330, -4.65572, -1.57628], [-0.88246, 4.06027, -1.46728], [-2.07541, 2.19595, -2.17668], [7.15223, -5.75536, 3.12726], [-0.44356, -0.32117, -2.94118], [-2.75731, 1.70528, 4.45337], [-0.80061, 1.12304, 1.74086], [-2.49048, 2.71235, -5.47856], [2.30752, -1.79798, 1.00135], [0.39516, -5.78120, -0.70772], [8.25037, -4.62988, 2.25871], [0.25187, -5.59308, -2.48853], [-5.12394, 5.41023, 0.15807], [6.26581, -3.08026, 1.58480], [-4.11391, 2.34786, -6.17398], [-2.11499, 3.41913, -1.99981], [0.99917, -0.28771, -3.30337], [-4.23752, 2.73514, 1.70053], [0.25511, 2.83670, 2.37854], [-1.19466, -0.23520, 6.48160], [-2.73295, 0.82454, 5.09861], [-1.38404, 0.71832, 5.71744], [-2.41056, 0.49030, -6.83879], [-5.82846, 4.51037, 2.04153], [-1.19577, -4.00596, -0.36673], [-3.08334, 4.15433, -2.22502], [1.73924, -1.11380, -2.75675], [-2.90130, -0.08423, 4.51725], [3.25755, -1.38580, -0.07055], [-3.10883, -0.17733, -4.85884]],
  "forces_ev_per_a": [[-0.119, -0.203, 0.268], [-0.407, 2.110, 0.254], [-1.755, 6.254, 0.569], [-0.833, 0.499, 0.571], [0.139, 0.347, 0.009], [0.764, -0.957, 0.083], [1.775, -1.147, 1.895], [-1.097, 1.332, -1.712], [0.950, 0.339, -1.717], [-0.086, -0.301, -0.076], [0.152, -0.158, -0.134], [0.075, 0.003, -0.306], [-0.255, -0.075, -0.069], [-0.135, -1.262, 1.187], [-0.774, 0.616, 0.422], [-0.123, -0.109, 0.166], [0.315, -0.945, -0.314], [0.139, -0.281, 0.155], [-0.719, 0.820, 0.084], [0.014, -0.260, 0.164], [0.117, 0.176, 0.098], [0.188, 2.461, 1.502], [-1.494, -0.320, -1.488], [0.173, -0.111, -0.231], [0.099, 0.220, 0.097], [0.144, -0.257, 0.133], [-0.178, -1.558, 1.333], [-0.017, -0.067, -0.211], [-0.217, 0.173, 0.300], [-0.874, -1.220, 0.473], [-1.926, -1.227, -0.497], [0.131, -0.203, -0.328], [0.119, 0.123, 0.163], [0.640, -8.591, -1.823], [0.139, 0.389, -0.336], [-0.185, 0.002, -0.118], [0.129, 0.325, 0.084], [-0.400, 1.742, 0.209], [-0.079, 0.282, -0.177], [-0.119, -0.061, 0.366], [0.121, -0.203, 0.190], [-0.249, -0.979, -0.258], [-0.167, -0.133, -0.135], [3.315, 1.950, 2.693], [-0.079, 0.280, -0.175], [-0.216, -0.033, -0.139], [0.100, 0.213, 0.099], [-0.103, -1.165, 1.396], [-0.117, -0.966, 1.177], [0.263, -0.032, 0.032], [-0.941, -0.058, -0.364], [0.490, 0.085, -0.273], [-0.013, 0.286, -0.228], [-0.135, -0.295, -0.009], [-0.123, 1.582, -1.180], [-0.198, 0.188, -0.219], [0.891, -0.304, 0.587], [-0.730, 0.099, 1.703], [0.876, 0.241, -1.429], [0.974, 0.282, -1.606], [1.322, -1.375, 0.200], [-0.584, 1.229, -1.056], [0.008, 0.093, 0.215], [0.554, -0.864, -0.932], [0.333, 0.977, -1.340]]
}

=====

{
  "formula": "C10H28O4",
  "method": "ωB97M-V/def2-TZVPD",
  "energy_ev": -19011.2560,
  "smiles": "CC(C)O.CC(C)O.CC(C)O.CO",
  "lumo_energy_ev": 0.5,
  "gap_ev": 10.15,
  "de_lowest_kj_mol": 246.7,
  "elements": ["H", "H", "H", "C", "H", "C", "H", "H", "H", "H", "H", "C", "O", "C", "C", "H", "O", "H", "C", "H", "H", "H", "H", "H", "H", "H", "H", "C", "H", "O", "H", "H", "H", "H", "H", "H", "C", "H", "C", "O", "C", "H"],
  "positions_angstrom": [[-2.16832, 2.83229, -0.14264], [-1.74402, 3.05387, 1.46835], [-0.58887, -2.25073, -1.96457], [-2.62075, 2.86643, 0.84844], [-2.10989, 5.57383, 0.09611], [3.65808, 0.49850, 0.97664], [1.70054, -2.15727, -3.67297], [-0.06495, -3.90184, -1.60648], [1.82483, -3.62541, -4.76647], [-1.62329, -3.69364, -2.38188], [-3.73104, 3.49229, 2.72627], [-0.56197, -0.43278, 0.98491], [-4.27534, 3.96692, 2.09376], [1.39613, -3.18598, -3.86579], [-0.61597, -3.28271, -2.31440], [-1.09932, 0.45058, 0.63991], [2.05760, -0.20756, 2.79490], [-4.23726, 4.07442, 0.09451], [3.25880, -1.89783, 1.90278], [4.22503, -0.17976, 2.81687], [2.95667, -2.64278, 2.63889], [-2.22222, 5.69742, 1.76516], [-0.45749, -4.45458, -4.05919], [0.40757, -0.52128, 0.49473], [3.67918, 1.49817, 1.41058], [-1.98764, -1.69199, 1.43738], [1.71855, -3.63695, -2.92730], [3.34288, -0.37434, 2.20692], [-3.46073, 6.41911, 0.70022], [-0.78313, -2.43419, -4.57599], [2.82244, 0.45863, 0.27791], [-0.48691, -0.38241, 2.07116], [2.57460, -1.91406, 1.05442], [4.24973, -2.28268, 1.66183], [-0.36789, -1.59327, -4.37098], [4.54366, 0.22849, 0.40137], [-2.85375, 5.53427, 0.89186], [-3.05804, 1.91485, 1.15073], [-0.20995, -3.42264, -3.81036], [-1.41253, -1.48804, 0.69626], [-3.53027, 4.13132, 0.92218], [1.85520, -1.03683, 3.23415]],
  "forces_ev_per_a": [[-0.209, -0.489, -0.218], [0.061, -0.094, 0.469], [-0.208, -0.027, -0.073], [1.209, 1.860, -0.715], [0.018, -0.238, -0.416], [-1.904, -0.139, 0.622], [-0.426, 0.354, -0.654], [0.186, -0.089, -0.261], [0.270, 0.217, 0.218], [-0.405, 0.523, 0.876], [-0.027, 0.091, 0.126], [-0.815, 0.966, 0.823], [-1.014, 0.337, 0.947], [-1.760, -1.257, 0.910], [-0.742, -0.535, -1.052], [0.590, 0.609, -0.017], [0.131, 2.068, 0.183], [-0.127, 0.074, -0.055], [1.651, 0.452, -1.395], [-0.409, 0.052, 1.106], [-0.515, 0.720, 0.656], [-0.361, -0.033, 0.404], [-0.117, 0.344, -0.917], [-0.125, -0.183, 0.135], [0.389, 0.266, -0.559], [0.160, 0.149, -0.049], [0.655, -0.686, -0.413], [0.504, -2.964, -0.221], [-0.571, -0.444, 0.357], [-1.630, 0.038, -1.288], [-0.141, 0.069, -0.105], [0.734, 0.425, -0.056], [0.123, -0.681, -0.152], [0.074, 0.000, -0.737], [0.054, -0.095, 0.108], [0.187, -0.020, 0.602], [1.243, -0.899, -0.489], [-0.416, 0.320, -0.265], [4.113, 1.216, 2.559], [-0.618, -1.982, -0.897], [0.184, -0.479, -0.144], [0.005, 0.182, 0.046]]
}